(1)
{"formula": "C3H3BrFNO4", "method": "wB97M-V/def2-TZVPD", "elements": ["O", "C", "C", "N", "O", "C", "H", "H", "Br", "O", "O", "H", "F"], "coordinates": [[1.321, -0.512, -0.662], [2.621, -0.185, -0.145], [-2.735, -0.084, 0.176], [-1.836, 0.743, -0.274], [0.178, 0.002, 1.216], [0.300, -0.151, 0.024], [2.730, -0.673, 0.803], [3.301, -0.725, -0.751], [-2.781, -1.907, 0.092], [-1.793, 1.954, -0.184], [-0.719, 0.070, -0.914], [2.974, 0.903, -0.334], [-3.561, 0.566, 0.954]], "max_force_ha_per_bohr": 0.054, "smiles": "COC(=O)O/[N+]([O-])=C(/F)Br", "gap_ev": [9.5, 9.5], "mol_weight_da": 215.96, "multiplicity": 1}

***

(2)
{"formula": "C2H8N3", "method": "wB97M-V/def2-TZVPD", "elements": ["C", "H", "H", "H", "N", "N", "H", "C", "H", "N", "H", "H", "H"], "coordinates": [[-0.958, -0.037, -0.113], [2.552, -1.927, 1.747], [-1.244, -0.088, -2.354], [-1.225, -1.110, -0.205], [0.358, -0.002, 0.281], [-0.859, 0.567, -1.576], [-1.394, 1.461, -1.663], [2.062, -1.051, 1.350], [2.645, -0.097, 1.387], [0.897, -1.011, 0.818], [0.277, -1.723, 1.146], [0.183, 0.821, -1.416], [-1.664, 0.466, 0.409]], "total_charge": 1, "max_force_ha_per_bohr": 0.093, "gap_ev": 9.1, "mol_weight_da": 74.11, "multiplicity": 1}

***

(3)
{"formula": "C3H5O2Sr", "method": "wB97M-V/def2-TZVPD", "elements": ["Sr", "H", "H", "O", "H", "C", "O", "H", "C", "C", "H"], "coordinates": [[-0.241, -1.380, -1.869], [2.253, -1.888, 0.872], [2.514, -0.309, -0.252], [0.497, 0.911, 0.588], [-0.248, -1.143, 0.681], [0.970, -0.256, 1.267], [-1.448, 1.179, -0.068], [1.132, 0.005, 2.318], [-0.639, 1.451, 0.941], [1.968, -0.901, 0.493], [-2.336, 1.506, 0.114]], "max_force_ha_per_bohr": 0.061, "gap_ev": [5.5, 5.3], "mol_weight_da": 160.69, "multiplicity": 2}

***

(4)
{"formula": "C6H10", "method": "wB97M-V/def2-TZVPD", "elements": ["H", "C", "C", "C", "H", "H", "C", "C", "H", "H", "C", "H", "H", "H", "H", "H"], "coordinates": [[1.901, 0.309, -1.013], [-0.167, 0.307, -0.053], [1.257, -0.195, -0.298], [1.194, -1.657, -0.862], [1.661, 0.019, 0.682], [-0.141, 0.376, 2.006], [-1.524, 2.061, 1.501], [0.408, -2.119, -1.976], [-0.680, -1.850, -1.945], [0.799, -2.735, -2.773], [-0.568, 0.934, 1.074], [-2.318, 1.592, 2.186], [-0.996, 2.901, 2.037], [1.948, -2.294, -0.499], [-1.917, 2.519, 0.583], [-0.854, -0.168, -0.650]], "max_force_ha_per_bohr": 0.091, "smiles": "C=CC/C=C/C", "gap_ev": 8.7, "mol_weight_da": 82.15, "multiplicity": 1}

***

(5)
{"formula": "C2H7NO2Si", "method": "wB97M-V/def2-TZVPD", "elements": ["C", "H", "H", "C", "H", "H", "H", "Si", "H", "O", "N", "H", "O"], "coordinates": [[0.558, -1.496, -0.781], [-0.106, -2.337, -0.968], [1.731, 0.926, 1.467], [0.889, 1.223, 0.847], [1.283, 1.680, -0.056], [-0.853, -0.859, 1.605], [0.332, 1.982, 1.392], [-0.206, -0.267, 0.432], [1.492, -1.893, -0.393], [-1.600, 0.732, -1.702], [-1.662, 0.505, -0.380], [0.763, -1.023, -1.739], [-2.621, 0.827, 0.276]], "max_force_ha_per_bohr": 0.104, "smiles": "C[SiH](C)[N+](=O)[O-]", "gap_ev": 10.5, "mol_weight_da": 105.17, "multiplicity": 1}